Below is a molecular structure, C37H53IrN4PSi, with properties calculated with wB97M-V/def2-TZVPD.

Calculated values
2S+1: 5
HOMO energy (alpha / beta): -8.8 / -10.6 eV
Charge: +1
Frontier orbital gap (alpha / beta): 6.94 / 5.94 eV

Cartesian coordinates (Å):
Ir  -0.63692  0.30476  0.01465
C  -0.72305  -1.22138  4.99442
C  -0.88530  -1.34455  3.48241
C  -0.17514  -2.59513  2.95942
P  -0.31332  0.10296  2.48445
C  -0.70276  1.61851  3.44570
C  -2.22193  1.72109  3.59516
C  -0.12953  2.83768  2.72474
C  1.49447  -0.03987  2.48896
C  2.26657  0.09107  3.62598
C  3.65125  -0.09655  3.60629
C  4.47665  0.05693  4.84603
C  4.25326  -0.44493  2.38642
C  3.52440  -0.55163  1.23115
C  2.12064  -0.31710  1.23642
N  1.37903  -0.34975  0.10573
C  2.10464  -0.43977  -1.13114
C  2.77409  0.68759  -1.60167
C  2.66176  2.01740  -0.90184
C  3.56135  0.54826  -2.73931
C  3.69284  -0.66808  -3.39477
C  4.57879  -0.80992  -4.60080
C  2.96273  -1.75452  -2.92240
C  2.14952  -1.65788  -1.80392
C  1.34856  -2.82458  -1.29965
H  -1.17371  -2.08932  5.47928
H  -1.20032  -0.33115  5.40387
H  0.33184  -1.21039  5.27193
H  -1.95071  -1.41671  3.23718
H  0.86312  -2.61032  3.29561
H  -0.17406  -2.63519  1.86955
H  -0.66316  -3.49467  3.33645
H  -0.24182  1.52987  4.43363
H  -2.69863  1.75945  2.61303
H  -2.48539  2.63386  4.13185
H  -2.64270  0.87803  4.14515
H  -0.54595  2.91118  1.71783
H  0.95707  2.78905  2.63884
H  -0.38612  3.74939  3.26686
H  1.79430  0.34876  4.56623
H  3.85737  0.25977  5.71763
H  5.18734  0.87790  4.73269
H  5.05809  -0.84614  5.03811
H  5.32080  -0.62610  2.35826
H  4.01228  -0.81410  0.30302
H  1.69459  2.13278  -0.40695
H  2.77562  2.83266  -1.61564
H  3.43672  2.13565  -0.13990
H  4.09156  1.41682  -3.11527
H  5.15219  0.09844  -4.77944
H  3.98647  -1.01980  -5.49282
H  5.28031  -1.63516  -4.47367
H  3.02469  -2.70369  -3.44279
H  1.46822  -3.68697  -1.95256
H  0.29004  -2.55526  -1.26543
H  1.64819  -3.11561  -0.28932
C  -2.39310  -3.41431  0.15251
C  -3.19939  -2.15954  0.29692
C  -4.56797  -2.20089  0.54182
C  -5.28279  -1.01298  0.59743
C  -4.64525  0.19926  0.39511
C  -3.27444  0.17525  0.15390
N  -2.58025  -0.98883  0.13885
N  -2.41969  1.23097  -0.08052
Si  -2.83267  2.85672  -0.60970
C  -3.96329  2.72024  -2.09080
C  -1.21297  3.66383  -1.08424
C  -3.66795  3.83981  0.73969
H  -2.65024  -3.91094  -0.78560
H  -2.60139  -4.11613  0.95949
H  -1.33142  -3.18685  0.13471
H  -5.06250  -3.15272  0.67579
H  -6.34739  -1.03468  0.79097
H  -5.18467  1.13471  0.42561
H  -3.51614  2.15137  -2.90942
H  -4.19086  3.71759  -2.47400
H  -4.91073  2.24098  -1.83842
H  -0.49039  2.92711  -1.44887
H  -0.75753  4.18242  -0.23845
H  -1.36448  4.40183  -1.87451
H  -4.57884  3.36345  1.10702
H  -3.94741  4.82223  0.35113
H  -3.00533  4.00006  1.59213
N  -1.16772  -0.29703  -2.61891
C  -0.39257  -0.68266  -3.73923
C  -0.40508  -2.00129  -4.18105
C  0.34816  -2.37128  -5.28407
C  1.11852  -1.43269  -5.95526
C  1.13767  -0.12009  -5.50422
C  0.39246  0.25579  -4.39923
H  -1.93788  -0.92980  -2.44454
H  -1.52983  0.64234  -2.71180
H  -1.02211  -2.73336  -3.67149
H  0.31951  -3.39668  -5.62965
H  1.69071  -1.72002  -6.82704
H  1.73640  0.62091  -6.01838
H  0.40995  1.28223  -4.04938

***

Below is a molecular structure, C37H53N10O8PSTi in a non-equilibrium geometry, with properties calculated with wB97M-V/def2-TZVPD.

Calculated values
2S+1: 3
HOMO energy (alpha / beta): -16.0 / -18.0 eV
Charge: +4
Frontier orbital gap (alpha / beta): 6.05 / 7.78 eV

Cartesian coordinates (Å):
Ti  -0.40447  -0.83926  0.62957
C  3.75391  -2.22199  2.02816
O  2.65164  -2.79108  2.73097
C  1.54811  -2.37666  2.14344
N  1.65709  -1.50220  1.17054
C  3.11136  -1.25565  1.00248
C  3.61993  -1.36883  -0.42770
C  2.96695  -0.62982  -1.41081
C  3.44183  -0.56974  -2.71085
C  4.60608  -1.24195  -3.04808
C  5.26793  -1.97741  -2.07860
C  4.78225  -2.04616  -0.77983
C  0.25514  -2.90229  2.48867
C  -0.04411  -3.79615  3.51970
C  -1.35072  -4.26126  3.63539
C  -2.33221  -3.80123  2.76176
C  -1.98012  -2.86795  1.78094
N  -0.69010  -2.45107  1.62646
C  -2.82461  -2.17886  0.85452
N  -2.29253  -1.27415  0.05957
C  -3.38580  -0.73037  -0.76329
C  -4.64670  -1.42562  -0.19113
O  -4.15193  -2.31906  0.81307
C  -3.18323  -0.95275  -2.24466
C  -3.50740  -2.15620  -2.86297
C  -3.49101  -2.24974  -4.24783
C  -3.10331  -1.16422  -5.01812
C  -2.71702  0.01545  -4.40230
C  -2.77165  0.12326  -3.02321
H  4.30554  -3.04759  1.57284
H  4.40206  -1.71725  2.74433
H  3.30973  -0.21944  1.30467
H  2.08675  -0.06539  -1.13647
H  2.91896  0.02013  -3.44908
H  4.99879  -1.18189  -4.05062
H  6.18859  -2.48194  -2.32511
H  5.35015  -2.60522  -0.05512
H  0.73210  -4.11703  4.19439
H  -1.59881  -4.97923  4.40074
H  -3.34723  -4.15850  2.81641
H  -3.43604  0.35082  -0.60095
H  -5.20013  -1.99947  -0.93546
H  -5.34032  -0.72253  0.27431
H  -3.81948  -3.00934  -2.27614
H  -3.81933  -3.16035  -4.72490
H  -3.13488  -1.22597  -6.09374
H  -2.41829  0.86862  -4.98885
H  -2.55935  1.07312  -2.55058
N  -1.94710  3.75762  2.15948
C  -1.88567  2.69705  3.17802
P  -2.13601  1.07291  2.24587
O  -1.07151  0.03263  2.53443
O  -2.29673  1.47382  0.82994
C  -3.71125  0.35304  3.02389
N  -3.36827  -0.26932  4.32586
H  -0.97701  4.25369  2.09302
H  -2.66036  4.46890  2.33382
H  -2.14597  3.29472  1.24762
H  -2.64909  2.85165  3.94012
H  -0.90718  2.71055  3.66301
H  -4.09983  -0.41814  2.35404
H  -4.48642  1.10824  3.14213
H  -3.28582  0.42434  5.08384
H  -2.44949  -0.73498  4.20999
H  -4.06840  -0.96392  4.62707
N  0.08559  -4.54001  -3.51830
C  -0.30476  -3.14036  -3.82701
C  0.50561  -2.18045  -2.96448
N  0.28907  -2.43846  -1.53220
C  0.70120  -3.81819  -1.24292
C  -0.11366  -4.81004  -2.07117
H  1.07481  -4.68909  -3.76591
H  -0.46328  -5.20040  -4.08449
H  -1.37116  -3.01891  -3.61946
H  -0.12396  -2.92414  -4.88152
H  0.19628  -1.16033  -3.19831
H  1.57093  -2.28614  -3.22067
H  0.93216  -1.82558  -1.01266
H  0.53499  -4.02917  -0.18290
H  1.77235  -3.96180  -1.46178
H  -1.17543  -4.69303  -1.84611
H  0.19468  -5.83170  -1.83653
C  1.49742  7.66561  2.32060
C  0.98208  7.13995  1.00070
S  0.98809  5.33486  0.94508
O  0.42847  4.76683  2.19571
O  0.26252  4.81070  -0.18479
C  2.71942  4.72138  0.91054
C  2.92466  3.61437  -0.11883
N  1.84067  2.64963  -0.20982
C  1.39492  1.81161  0.75026
N  0.44839  0.99945  0.27440
C  0.25073  1.34786  -1.02806
C  1.11113  2.37046  -1.34648
N  1.23017  2.94935  -2.65546
O  0.59048  2.36496  -3.50112
O  1.94239  3.90616  -2.80964
C  1.85779  1.81182  2.15694
H  1.29492  8.73332  2.37664
H  2.56956  7.52633  2.44073
H  0.98930  7.18453  3.15420
H  1.58890  7.44227  0.15062
H  -0.05172  7.42635  0.81847
H  2.93798  4.41600  1.93110
H  3.35264  5.56448  0.64579
H  3.85434  3.08186  0.11449
H  3.02582  4.06029  -1.11325
H  -0.49313  0.87226  -1.65617
H  2.94491  1.83235  2.23105
H  1.47336  0.92018  2.65634
H  1.48037  2.70119  2.66770

***

Below is a molecular structure, C37H54BN6O2PdSSbSi3 in a non-equilibrium geometry, with properties calculated with wB97M-V/def2-TZVPD.

Calculated values
HOMO energy (alpha / beta): -7.0 / -7.0 eV
Frontier orbital gap (alpha / beta): 5.48 / 5.48 eV

Cartesian coordinates (Å):
Pd  -0.37318  -0.44511  -0.25031
S  -1.29875  -0.63763  1.80428
C  -0.21096  -1.91950  2.36295
N  -0.56152  -2.38928  3.53354
N  0.12263  -3.34035  4.18089
C  0.99089  -4.31239  3.73085
C  1.94773  -4.81776  4.61909
C  2.79360  -5.83269  4.22327
C  2.69584  -6.37378  2.94846
C  1.74728  -5.87871  2.06716
C  0.89335  -4.86340  2.44920
N  0.86677  -2.22988  1.67567
N  1.13599  -1.59743  0.55972
C  2.39735  -1.78638  0.06068
C  2.94461  -0.85912  -0.83887
C  4.23068  -1.02572  -1.30607
C  5.00414  -2.10020  -0.89010
C  4.46872  -3.02183  -0.00033
C  3.18131  -2.87851  0.46573
H  -0.02489  -3.28811  5.18209
H  2.02252  -4.40573  5.61609
H  3.54262  -6.20370  4.90711
H  3.34076  -7.18755  2.65071
H  1.67438  -6.29293  1.07118
H  0.13283  -4.50930  1.77086
H  2.36595  0.00015  -1.14874
H  4.63976  -0.30700  -2.00340
H  6.01041  -2.22375  -1.26706
H  5.06404  -3.86139  0.33333
H  2.74316  -3.60542  1.12985
C  4.99355  2.08057  0.54173
O  3.75081  2.24086  1.17894
C  3.27857  1.22974  1.95154
C  3.89363  -0.00914  2.09559
C  3.39726  -0.94724  2.98148
C  2.26231  -0.67730  3.72479
C  1.62523  0.53785  3.57880
C  2.12412  1.50852  2.71164
N  1.56913  2.78671  2.77172
C  1.58264  3.78603  1.87870
C  1.62509  3.70752  0.49149
C  1.92145  4.87636  -0.26040
C  1.92190  4.87703  -1.62297
C  1.61955  3.68868  -2.31961
C  1.30506  2.54767  -1.64332
C  1.25934  2.49269  -0.21587
O  0.84395  1.47366  0.39682
H  5.15131  3.00731  -0.00572
H  4.99024  1.24195  -0.15706
H  5.79249  1.94312  1.27711
H  4.77431  -0.25582  1.52353
H  3.89856  -1.89696  3.08798
H  1.88052  -1.41253  4.41594
H  0.72679  0.74705  4.14136
H  1.18432  3.00326  3.68339
H  1.51455  4.77352  2.32498
H  2.17787  5.77237  0.28929
H  2.14598  5.77875  -2.17407
H  1.63962  3.68818  -3.40079
H  1.05693  1.63176  -2.17145
B  1.21417  -1.30502  -4.58905
C  0.65607  -1.05127  -3.17919
N  0.19272  -0.82276  -2.13903
H  2.32944  -1.71833  -4.46040
H  1.18749  -0.23794  -5.14835
H  0.48407  -2.10127  -5.11469
C  -1.31465  1.88622  -4.35600
Si  -2.68601  0.75893  -3.66028
C  -4.38917  1.51545  -4.06248
C  -2.62444  -1.00861  -4.37673
Sb  -2.45890  0.66628  -1.05581
Si  -4.52235  -0.81794  -0.35038
C  -4.86694  -0.73661  1.53079
C  -3.96741  -2.57710  -0.86513
C  -6.15049  -0.34753  -1.25246
Si  -3.09990  2.98097  -0.01357
C  -3.27252  2.69535  1.87441
C  -4.75342  3.58618  -0.76910
C  -1.77399  4.32079  -0.38067
H  -1.62407  2.37348  -5.27581
H  -0.42532  1.30018  -4.57466
H  -1.03859  2.65973  -3.64291
H  -4.51437  1.58168  -5.13742
H  -4.49677  2.51346  -3.65578
H  -5.19983  0.91151  -3.67493
H  -2.46447  -0.99471  -5.45178
H  -3.54658  -1.55252  -4.18531
H  -1.79819  -1.56477  -3.94091
H  -3.94020  -0.79681  2.09367
H  -5.49807  -1.56470  1.84245
H  -5.37051  0.18356  1.81296
H  -3.00652  -2.80470  -0.40199
H  -3.83439  -2.64724  -1.94275
H  -4.67181  -3.34875  -0.56612
H  -6.27117  0.72501  -1.35877
H  -6.99827  -0.71482  -0.68363
H  -6.21025  -0.78487  -2.24295
H  -4.27698  2.37583  2.13698
H  -3.04846  3.59230  2.44613
H  -2.58386  1.91382  2.19099
H  -5.49322  2.79611  -0.82315
H  -4.60221  3.96798  -1.77295
H  -5.17035  4.39068  -0.17236
H  -0.98800  4.29912  0.36872
H  -2.20373  5.31888  -0.38602
H  -1.30268  4.15700  -1.34706